Here is C36H55ClN5O2SbSi3Ti as an isolated structure at a distorted geometry from the Open Molecules 2025 dataset. Energies are from ωB97M-V/def2-TZVPD.

Positions of all 104 atoms, in Å:
Ti1 -0.840 0.376 -0.220
C1 -4.936 2.127 1.572
Sb1 -2.983 1.204 1.466
C2 -2.209 1.932 -0.475
C3 -2.767 1.425 -1.734
C4 -2.029 1.577 -2.933
C5 -2.541 1.120 -4.129
C6 -3.784 0.501 -4.138
C7 -4.445 0.387 -2.929
N1 -3.975 0.834 -1.767
Si1 -2.208 3.800 -0.467
C8 -3.992 4.479 -0.575
C9 -1.405 4.530 1.088
C10 -1.426 4.615 -1.996
C11 -3.552 -0.984 1.433
C12 -2.739 -1.736 0.416
C13 -2.627 -3.125 0.479
C14 -2.037 -3.846 -0.541
C15 -1.642 -3.160 -1.686
C16 -1.723 -1.791 -1.686
N2 -2.148 -1.070 -0.616
Si2 -3.133 -1.563 3.235
C17 -1.331 -2.045 3.548
C18 -3.534 -0.199 4.496
C19 -4.103 -3.106 3.787
Si3 -5.443 -1.326 1.149
C20 -6.432 -0.914 2.724
C21 -6.449 -0.453 -0.198
C22 -5.700 -3.168 0.765
H1 -4.766 3.184 1.764
H2 -5.465 1.704 2.424
H3 -5.514 2.004 0.663
H4 -1.063 2.061 -2.909
H5 -1.975 1.245 -5.045
H6 -4.226 0.125 -5.050
H7 -5.424 -0.080 -2.893
H8 -4.391 4.773 0.397
H9 -4.660 3.722 -0.996
H10 -4.033 5.356 -1.225
H11 -1.878 5.481 1.347
H12 -0.341 4.717 0.932
H13 -1.516 3.857 1.942
H14 -2.036 4.412 -2.879
H15 -0.409 4.290 -2.199
H16 -1.415 5.698 -1.845
H17 -3.028 -3.645 1.336
H18 -1.932 -4.920 -0.470
H19 -1.265 -3.685 -2.552
H20 -1.441 -1.219 -2.559
H21 -0.706 -1.164 3.699
H22 -0.915 -2.615 2.717
H23 -1.272 -2.667 4.445
H24 -2.756 0.566 4.498
H25 -3.591 -0.627 5.498
H26 -4.484 0.299 4.286
H27 -3.761 -4.010 3.277
H28 -5.179 -3.026 3.633
H29 -3.931 -3.259 4.855
H30 -6.765 0.124 2.703
H31 -5.896 -1.073 3.659
H32 -7.328 -1.540 2.739
H33 -5.957 0.434 -0.582
H34 -7.415 -0.165 0.222
H35 -6.640 -1.124 -1.037
H36 -5.371 -3.839 1.559
H37 -5.173 -3.446 -0.150
H38 -6.766 -3.345 0.600
Cl1 5.678 -2.139 -0.316
C23 4.099 -1.485 -0.647
C24 3.851 -0.906 -1.891
C25 2.583 -0.397 -2.135
C26 1.570 -0.434 -1.186
O1 0.374 0.100 -1.494
C27 1.824 -1.032 0.101
C28 0.888 -1.137 1.154
O2 -0.335 -0.670 1.203
C29 3.128 -1.557 0.316
H39 4.620 -0.858 -2.648
H40 2.353 0.053 -3.094
H41 1.226 -1.660 2.051
H42 3.348 -2.016 1.271
C30 2.879 4.658 -1.085
C31 2.413 3.408 -1.799
N3 1.321 2.849 -1.026
C32 1.420 2.658 0.329
N4 0.597 1.826 0.920
C33 0.702 1.667 2.371
C34 1.302 2.864 3.082
C35 2.602 3.204 2.388
N5 2.343 3.438 0.980
C36 3.348 4.237 0.292
H43 2.038 5.349 -0.995
H44 3.685 5.152 -1.627
H45 3.242 2.695 -1.899
H46 2.043 3.639 -2.799
H47 0.791 2.123 -1.468
H48 1.314 0.785 2.591
H49 -0.298 1.467 2.758
H50 1.492 2.629 4.130
H51 0.625 3.718 3.033
H52 3.322 2.386 2.520
H53 3.048 4.110 2.801
H54 4.286 3.672 0.211
H55 3.547 5.117 0.908

LUMO level (alpha / beta)	0.33 / 0.15	eV
HOMO-LUMO gap (alpha / beta)	5.963 / 7.661	eV
E	-115581.762	eV
2S+1	3
max |F|	3.71	eV/Å